{
  "formula": "C40H120N10O15",
  "method": "wB97M-V/def2-TZVPD",
  "symbols": ["H", "C", "H", "O", "C", "N", "H", "N", "H", "H", "H", "H", "N", "C", "H", "C", "C", "N", "C", "N", "H", "H", "H", "H", "H", "H", "O", "H", "O", "H", "H", "H", "H", "H", "H", "O", "H", "H", "C", "H", "H", "C", "H", "C", "H", "H", "H", "H", "H", "H", "H", "C", "H", "H", "H", "H", "H", "C", "H", "N", "N", "H", "H", "H", "H", "H", "H", "C", "H", "H", "C", "H", "H", "H", "H", "C", "H", "C", "H", "H", "H", "H", "O", "H", "H", "H", "C", "H", "C", "H", "C", "H", "H", "C", "H", "H", "C", "H", "H", "H", "H", "H", "C", "H", "C", "C", "H", "H", "O", "H", "C", "H", "C", "H", "H", "H", "H", "H", "O", "H", "H", "O", "H", "H", "H", "H", "C", "C", "N", "O", "H", "H", "C", "H", "H", "H", "C", "H", "H", "H", "N", "H", "H", "C", "H", "H", "H", "O", "H", "C", "H", "O", "C", "H", "H", "H", "H", "H", "C", "C", "H", "H", "H", "O", "H", "O", "H", "H", "C", "O", "H", "H", "H", "H", "O", "H", "C", "H", "C", "C", "N", "H", "C", "H", "C"],
  "xyz": [[21.493810, -11.125810, 1.963160], [24.245910, -14.324570, 3.989270], [19.069840, -13.357810, 5.413440], [20.704960, -14.146190, 6.323640], [19.785750, -14.195100, -0.035740], [17.285290, -14.821920, 11.877220], [18.244980, -5.849590, 10.507230], [25.518800, -18.277640, 6.895210], [21.701470, -13.231460, 13.839150], [23.116050, -13.646660, 0.262770], [21.688070, -12.825270, 7.357630], [19.979180, -13.028560, 11.151160], [22.181980, -13.356050, 0.011460], [24.355820, -15.822860, 4.098610], [23.275790, -14.569490, 6.636410], [20.888010, -13.314910, 11.680430], [21.295790, -14.522230, -0.278990], [19.323930, -17.480920, 5.267750], [20.838170, -13.048130, 13.199470], [23.826010, -19.222350, 0.898220], [19.492540, -13.415030, -0.738330], [29.195150, -21.905140, 8.822880], [25.595280, -11.953420, 8.211480], [25.425060, -10.277610, 2.655020], [26.231300, -19.399080, 8.455010], [24.682840, -17.956130, 7.362020], [17.070620, -9.625500, 8.851670], [19.913390, -16.785230, 5.702090], [25.074990, -12.078400, 7.417810], [24.696570, -13.972210, 4.917090], [25.509160, -22.032540, 1.665450], [23.225350, -21.046030, 1.625150], [20.227150, -15.303220, 11.627420], [21.735560, -13.183030, 0.900760], [17.005360, -11.768990, 8.494460], [21.321970, -9.958670, 6.530760], [24.510160, -12.825270, 7.616270], [23.997570, -16.240010, 3.157470], [25.995620, -19.581760, 7.406590], [24.261560, -10.216360, 8.251290], [23.211720, -18.593840, 5.405590], [16.638740, -11.015560, 9.191620], [24.738780, -21.022000, 6.298720], [15.371920, -15.896020, 10.684260], [20.798960, -13.945770, 8.391140], [17.461420, -7.284040, 11.226720], [14.602830, -18.318350, 9.733560], [22.920200, -12.964980, 3.802220], [17.406560, -7.042860, 8.205190], [19.825660, -12.165210, 6.365690], [22.808280, -13.912770, 9.338550], [16.304310, -8.603270, 9.370050], [17.650730, -15.722040, 9.433760], [20.090850, -7.883160, 0.671180], [27.303470, -20.122950, 5.588010], [18.557880, -9.918500, 3.975510], [24.946940, -11.186500, 1.235860], [28.536550, -21.093710, 8.513140], [17.017160, -11.316660, 10.168470], [22.017410, -12.600360, 11.084040], [15.913410, -6.081600, 9.184680], [25.494890, -21.056190, 0.281910], [21.331240, -16.576100, 0.234650], [16.088960, -8.913040, 10.392680], [27.767020, -20.989200, 9.278000], [24.631020, -13.703970, 1.934600], [19.325530, -18.648780, 7.098390], [21.105510, -14.744300, 11.304600], [22.570760, -9.638060, 0.245610], [26.115190, -17.483490, 7.078880], [22.392080, -16.202910, 7.780540], [22.043760, -16.349730, 8.802900], [17.477930, -19.373170, 4.792050], [20.719410, -11.325620, -0.129570], [19.396740, -22.078020, 4.061390], [24.833130, -20.644500, 7.316900], [15.359360, -8.734620, 8.842880], [21.128350, -8.063370, 0.389740], [16.819790, -17.948660, 7.563530], [19.102800, -15.042570, -0.094680], [15.931810, -13.718790, 10.807340], [22.118070, -15.117550, 11.457920], [19.627250, -13.669890, 1.307270], [26.122010, -13.553250, 2.939290], [22.805380, -15.875630, 0.284070], [23.310400, -16.789740, 7.760060], [21.532860, -9.551820, 0.567200], [22.758740, -10.169750, 8.074490], [21.264440, -10.060280, 1.951170], [18.059440, -16.698040, 7.488710], [25.373240, -20.994100, 1.363320], [18.170000, -12.960780, 2.628570], [24.535910, -18.511350, 1.001280], [16.910420, -7.126390, 9.172130], [23.886700, -13.260650, 11.354560], [17.749040, -21.678710, 4.158240], [24.007630, -20.310080, 1.810950], [18.552560, -11.936720, 1.246090], [25.940760, -16.421200, 10.218160], [19.837600, -9.994510, -0.271650], [16.852590, -14.449200, 8.560510], [15.563370, -10.960780, 9.022330], [18.626310, -21.822640, 4.788940], [21.032110, -14.871160, 10.224500], [25.033150, -13.504820, 2.927950], [17.586330, -17.504530, 6.928490], [24.914840, -14.351040, 11.140380], [17.573820, -13.379730, 0.982270], [23.464230, -9.858280, 8.641510], [20.020650, -13.657780, 13.584310], [25.429560, -11.272350, 2.209410], [14.432650, -18.145050, 11.478150], [21.388570, -13.866400, 7.477820], [21.755560, -7.396930, 0.981830], [23.011970, -18.823050, 1.343180], [21.592230, -18.958800, 5.220120], [25.160770, -21.367210, 8.064190], [17.987620, -15.503690, 11.628150], [24.914760, -12.086620, 3.212010], [16.177690, -5.447700, 8.444120], [21.788350, -15.525250, 1.613830], [25.002380, -16.316000, 10.375020], [23.742310, -16.347360, 4.831140], [21.795000, -9.474170, 2.701560], [26.284330, -20.436400, 1.580060], [23.936870, -15.055770, 9.006170], [15.155190, -18.273160, 10.672150], [19.152830, -11.256890, 13.081650], [20.764970, -10.362210, -0.429360], [27.924290, -21.291240, 7.230530], [20.918450, -10.251890, 7.347720], [22.328690, -14.297860, 4.617320], [27.326470, -20.068370, 6.676400], [29.153430, -20.195220, 8.529840], [19.524400, -11.363780, 3.674240], [24.116960, -20.860520, 3.792370], [18.676700, -18.326480, 6.283990], [18.940940, -11.581610, 12.062950], [14.595480, -15.934330, 11.448300], [17.006780, -16.845890, 6.281630], [23.445860, -14.255400, 8.634140], [21.716280, -11.985220, 10.341740], [14.836520, -15.759850, 9.744620], [17.350680, -14.676440, 9.503050], [21.982280, -16.793020, 6.960820], [23.865750, -20.443330, 7.777130], [19.921490, -18.088970, 4.726170], [19.061730, -20.557270, 5.432830], [25.390760, -16.141500, 4.223030], [17.923150, -6.875430, 10.327870], [20.602380, -9.569400, 6.033880], [22.800970, -19.441020, 3.672350], [18.011490, -19.555250, 5.724940], [19.048090, -10.193570, 13.297240], [17.290460, -19.927850, 6.452530], [15.661750, -19.238080, 10.692580], [14.961150, -6.375100, 9.019870], [22.316060, -11.985300, 11.827420], [19.577250, -13.226530, 6.369150], [24.070000, -19.927660, 3.230520], [20.353630, -10.094190, 4.282670], [24.678440, -17.208040, 10.499810], [21.412060, -14.699800, -1.348130], [16.037200, -17.174860, 10.591380], [21.260280, -7.729330, -0.639390], [20.520960, -11.631680, 13.399070], [22.706410, -20.360990, 5.490590], [18.235070, -14.052650, 9.632740], [18.399400, -12.968320, 1.563010], [19.880550, -9.754590, 2.313470], [18.853190, -13.328350, 7.177530], [16.744140, -15.225640, 12.628390], [26.496030, -11.486840, 2.140620], [28.092570, -19.338660, 6.938540], [24.791000, -13.499030, 11.558670], [18.481990, -11.882190, 13.670770], [22.573580, -19.387880, 5.017800], [24.887310, -19.280520, 3.548820], [21.773330, -15.624070, 0.528420], [22.703130, -14.732880, 7.549350], [22.840740, -13.971810, 3.810110], [18.511630, -22.643480, 5.496870], [16.425750, -14.687860, 10.736390], [18.853570, -7.432050, 10.215650], [19.518910, -10.275950, 3.605690]],
  "forces_ev_per_a": [[-0.1369, -0.1442, 0.4734], [0.5100, 0.5120, 0.6648], [-0.2834, -0.2505, 0.0860], [-2.9409, 0.9210, 0.0175], [0.5942, 1.2277, 1.0698], [0.3872, 0.0985, 0.6070], [-0.5066, 0.1435, -0.2876], [0.1416, -0.0400, -1.2349], [0.3836, -0.1149, -0.7179], [0.0421, -0.4299, -0.1803], [0.4499, 0.4323, 0.6139], [-0.4080, 0.2804, 0.6429], [-1.9548, 0.5281, 0.2274], [0.7239, -0.7056, -1.8399], [-0.2173, -0.1632, -0.4019], [1.4423, -0.4093, -0.3030], [-0.1790, 1.2994, -0.9122], [-0.2900, -0.9637, 0.0896], [-1.9722, 1.3275, -0.6808], [-1.4897, 0.6984, -0.0508], [-0.1636, 0.0445, -0.2580], [-0.2140, -0.3913, -0.6019], [0.1431, -0.2680, 0.2959], [-0.2177, 0.2214, -0.1336], [0.2473, -0.5587, 0.3096], [-0.3154, -0.7398, 0.2811], [2.5166, -2.5264, -0.9139], [0.1036, 0.1877, 0.1266], [0.4334, 0.8859, -0.6815], [-0.2730, 0.5711, 0.5193], [-0.0859, 0.0977, 0.5771], [-0.1871, 0.1080, 0.2130], [0.5319, -0.7910, 0.6521], [0.5548, 1.0986, 0.8467], [0.4326, 0.6013, -0.3873], [0.2297, -0.1578, -0.0166], [-0.4245, -0.6481, 0.6682], [0.0680, -0.2636, -0.3097], [-0.9751, 0.0914, -0.4630], [0.1279, -0.4252, -0.3055], [0.6549, -0.4400, 0.8064], [-0.0169, 2.2628, -0.7587], [-0.0349, -0.2457, 0.2439], [0.7961, 0.2189, -1.7381], [-0.2363, -0.3725, 0.1510], [-0.0095, 0.3630, 0.2449], [-0.4971, 0.0422, -0.1704], [-1.0176, 0.4425, 0.2401], [0.2981, -0.7438, -0.0214], [0.8980, 0.0285, 0.1559], [0.3250, 0.1326, 0.5103], [-0.9823, 0.3716, -0.2415], [0.4851, 0.0198, -0.2976], [-0.0012, -0.1390, 0.0523], [-0.4499, -0.4240, 0.1138], [0.1901, 0.3806, -0.3459], [-0.3191, -0.6926, -0.0538], [-0.6774, 0.4227, -0.2120], [-0.5314, 0.2760, 0.2999], [0.0725, 0.8474, 0.4886], [-0.5602, 0.4825, 0.1353], [-0.8726, 0.1443, -0.2845], [-0.6904, -0.1477, 0.3243], [-0.0031, 0.9699, 0.6547], [-0.0120, 0.0799, 0.1546], [0.0307, -0.1180, -0.2437], [0.3845, -0.1752, -0.0469], [-0.8313, -0.8545, -0.7729], [0.2604, -0.1599, 0.6634], [0.8720, -0.1979, 0.1089], [1.1077, -0.7995, -0.7326], [-0.7085, -0.2467, -0.3215], [-0.0895, 0.3415, -0.1106], [0.3459, -0.3235, -0.0406], [0.3124, -0.0403, 0.2884], [1.6431, 0.2986, 0.9907], [-0.7134, 0.8757, -0.1142], [0.2964, -0.2479, -0.0155], [0.4941, -0.5973, 0.2193], [0.3292, -0.3344, -0.4727], [-0.6399, -0.1547, 0.0132], [-0.2461, -0.2799, 0.9854], [-0.0155, -0.2002, 0.0842], [0.1495, -1.3682, -0.0477], [0.4314, 0.4295, -0.1401], [0.7231, 0.5257, 0.5627], [-0.7622, 0.4683, -1.5753], [0.2197, 0.0442, -0.3597], [-0.7355, 1.0777, 1.0114], [0.2500, -0.2214, 0.6132], [-0.2213, -0.2325, -0.2121], [0.1511, -0.3459, -0.0816], [0.4219, -0.0131, 0.1472], [0.7274, -1.5931, 1.0591], [-0.4645, 0.1385, -0.2706], [-0.4120, 0.0984, 0.3785], [3.3071, -1.4386, -1.8818], [-0.2150, 0.2729, -0.0074], [0.9104, -0.2468, -0.1624], [-0.6162, -0.2432, -0.3933], [-0.1266, 0.1948, 0.0758], [-0.2655, -0.5701, 0.7749], [0.6928, 1.8539, 0.0150], [-0.1441, 0.4239, -0.2609], [0.3395, 0.4094, 0.1494], [-0.5264, 2.1504, 0.5987], [0.1203, -0.6145, -0.0913], [-0.1409, -0.2182, 0.1164], [-0.2803, 0.4291, 0.6536], [-0.1999, -0.0909, 0.2676], [1.0977, 1.0489, 1.1151], [0.0655, -0.2303, 0.2720], [3.1450, -0.2381, -0.0075], [0.0331, -0.1244, 0.2657], [-0.6087, 1.0009, -0.6180], [-0.3086, -0.6693, -0.2794], [0.3082, -0.9368, -0.6271], [0.2172, -0.2378, 0.2778], [-1.9899, -0.9976, 0.1115], [-0.3983, 0.2894, 0.1035], [-0.5301, 0.4045, -0.0347], [-0.6673, 1.3305, -0.0709], [-0.0124, 0.6906, 0.4780], [0.8562, -0.4106, 0.0628], [-0.1465, 0.2427, 0.8441], [0.5915, 0.1572, 0.6728], [-0.4385, 0.4518, -1.0252], [1.3447, -1.5517, 0.2554], [-0.1514, 1.1742, 0.4711], [-0.3951, 0.2157, -0.2484], [-0.3022, -0.0379, 0.2631], [-0.3722, 0.3156, 0.1163], [0.3055, 0.2083, 2.1200], [-0.0061, 0.2789, -0.1241], [-0.3744, -0.3697, -0.6817], [0.9348, -0.3988, 0.1960], [-1.0892, 0.3837, -0.0322], [-0.1393, 0.7453, -0.3175], [0.3076, 0.3377, 0.5843], [-0.0122, -0.5363, -1.0146], [1.0484, 0.8580, 0.9598], [0.0855, 0.1524, -0.1540], [-0.3726, 0.0426, -0.2859], [-0.7095, -1.0269, 0.1633], [-1.4423, 0.4288, 0.0775], [-0.0752, 1.0970, -0.4737], [0.2059, 0.1081, -0.2709], [-1.2950, -0.7007, -0.3115], [0.0101, -0.0838, 0.1607], [0.0610, -0.7668, -0.1347], [-0.1721, 0.2240, -0.0625], [-0.5022, 0.4717, -3.0034], [1.2971, -1.6568, -0.9229], [-0.0492, -0.2071, -0.2724], [0.0989, -0.2854, 0.1534], [0.4601, 0.3535, 0.5475], [0.0402, -0.2354, -0.0984], [0.4891, 0.6022, -0.2115], [-0.1951, -0.4630, -2.0764], [-1.3438, -1.1294, 2.5189], [-0.1166, 0.7113, 0.3135], [-0.2821, -1.0075, 0.1662], [-0.2668, -0.4739, -0.1030], [0.4864, 0.7654, 0.8407], [-0.0229, -0.2914, -0.1273], [-0.3496, -0.3039, 0.1275], [0.0077, 0.0983, 0.3091], [-0.1456, 0.0984, 0.1587], [0.9452, 0.0485, -0.8602], [-0.4569, -1.0476, 0.1520], [0.2480, -0.7804, 0.3129], [0.1691, -0.0161, 0.3644], [0.2808, -0.2073, -0.7319], [-0.1235, 0.7045, -0.3237], [0.4819, 0.3611, 0.3826], [-0.2288, 0.2451, 0.4406], [0.2722, 1.2177, 0.9934], [0.1333, 0.2617, -0.2634], [1.1046, -3.2686, 0.4976], [-2.5653, -0.1755, -0.9875], [0.9000, 0.2398, -0.2617], [-0.1718, 0.2208, 0.1549], [-0.3985, -0.8668, -0.3603], [-0.0282, -0.2682, -0.3131], [1.4211, -0.3566, -0.4886]],
  "multiplicity": 2,
  "e_homo_ev": [-0.12, -6.56],
  "largest_force_ev_per_a": 4.07,
  "s2": 0.750,
  "total_charge": -1,
  "energy_ha": -3271.76485
}